# 1
{
  "formula": "H20O10",
  "method": "ωB97M-V/def2-TZVPD",
  "elements": ["O", "H", "H", "O", "H", "H", "O", "H", "H", "O", "H", "H", "O", "H", "H", "O", "H", "H", "O", "H", "H", "O", "H", "H", "O", "H", "H", "O", "H", "H"],
  "xyz": [[0.1414, 0.5268, -0.6918], [0.0302, -0.4248, -1.0201], [1.1101, 0.5216, -0.6020], [-1.2776, 4.7264, -0.2106], [-1.0540, 5.5011, -0.6555], [-0.9645, 4.8860, 0.6994], [-2.1630, 2.4655, 1.5007], [-2.4041, 2.8959, 2.3104], [-2.6049, 2.9799, 0.7801], [-3.0801, -1.6264, -0.8623], [-3.3822, -2.6075, -0.9869], [-3.8363, -1.0608, -0.8848], [3.3893, 0.5537, 1.7610], [3.8589, 0.2664, 2.4817], [3.0322, -0.1500, 1.1778], [-1.5281, -4.1260, 0.3722], [-1.3375, -4.9248, 0.9087], [-0.6673, -3.8117, 0.1910], [-3.1561, 1.0110, -1.4333], [-3.8419, 0.5217, -1.9319], [-2.3433, 1.0839, -2.0292], [5.6826, 0.4241, 0.2349], [4.8073, 0.4593, 0.3871], [5.6646, 0.3458, -0.7077], [-1.8218, -2.1271, 1.9607], [-1.2577, -2.9116, 1.9215], [-2.6001, -2.4282, 1.3426], [3.8630, -1.3280, -1.8204], [3.8897, -1.2134, -2.7450], [3.8510, -0.4291, -1.4483]],
  "atomic_forces_ev_per_a": [[0.7, -2.4, -0.9], [-0.4, 1.9, 0.7], [-0.4, 0.5, 0.1], [-0.3, -1.6, 1.8], [0.5, 2.0, -1.4], [-0.2, -0.4, -0.5], [-0.3, 0.3, -1.3], [-0.3, 0.3, 0.6], [0.6, -0.7, 0.8], [0.3, -3.8, -0.3], [0.6, 2.9, 0.3], [-0.7, 0.3, 0.2], [-2.4, 1.3, -3.8], [1.6, -1.7, 2.4], [0.5, 0.2, 1.5], [-0.9, -2.2, 0.5], [-0.5, 0.5, -0.5], [1.5, 0.8, -0.7], [0.8, 0.2, -1.4], [0.9, 0.7, 0.0], [-1.8, -0.4, 1.3], [4.4, -0.2, -0.9], [-4.8, 0.5, 2.0], [0.9, -0.2, -1.0], [-2.1, -0.8, -1.1], [-0.4, 0.5, 0.2], [2.4, 1.2, 1.7], [-0.1, 0.3, 2.0], [0.0, 0.2, -1.7], [0.0, -0.6, -0.4]],
  "lowdin_charge": [-0.08, 0.07, 0.01, -0.04, -0.01, 0.05, -0.06, 0.01, 0.04, -0.09, 0.09, 0.00, -0.01, 0.01, 0.07, -0.05, 0.08, 0.03, -0.09, 0.03, 0.08, 0.00, -0.09, 0.02, -0.12, -0.01, 0.06, -0.03, 0.02, 0.02],
  "e_above_lowest_kcal_mol": 117.93,
  "smiles": "O.O.O.O.O.O.O.O.O.O",
  "max_force_ev_per_a": 5.210,
  "e_lumo_ev": 0.04,
  "total_energy_ev": -20797.4985,
  "orbital_gap_ev": 10.230
}



# 2
{
  "formula": "H20O10",
  "method": "ωB97M-V/def2-TZVPD",
  "elements": ["O", "H", "H", "O", "H", "H", "O", "H", "H", "O", "H", "H", "O", "H", "H", "O", "H", "H", "O", "H", "H", "O", "H", "H", "O", "H", "H", "O", "H", "H"],
  "xyz": [[1.8734, -2.1770, -1.0122], [2.0989, -2.2321, -0.0740], [2.2737, -2.9530, -1.4144], [-0.3883, -1.9816, -2.6651], [-0.5484, -1.1731, -3.1599], [0.2075, -1.7228, -1.9456], [-1.9842, -1.1120, 3.7847], [-1.4825, -0.8007, 4.5434], [-1.3390, -1.1690, 3.0714], [2.4097, 1.5263, 0.0755], [1.7034, 1.0971, 0.5849], [2.0195, 1.7023, -0.7861], [-0.6043, -2.4710, 1.1082], [-0.5586, -3.4223, 1.2489], [-1.4669, -2.3309, 0.6990], [-2.5095, 1.5192, -1.6728], [-2.5153, 2.0345, -2.4836], [-2.1966, 2.1272, -0.9919], [-0.1025, 0.3325, 0.6851], [-0.1344, -0.6137, 0.4937], [-0.7122, 0.7275, 0.0511], [2.0969, -1.9026, 2.1672], [2.5486, -2.7076, 2.4395], [1.1560, -2.1144, 2.2192], [0.5379, 2.7880, -2.5997], [0.1055, 3.3858, -3.2150], [-0.0166, 2.7840, -1.8087], [-0.9150, 3.3744, -0.0737], [-0.9363, 3.1967, 0.8736], [-0.6206, 4.2887, -0.1425]],
  "atomic_forces_ev_per_a": [[0.1, -0.1, 0.2], [0.0, 0.3, 0.1], [0.0, 0.0, -0.1], [-0.2, 0.1, 0.1], [0.0, 0.0, 0.0], [0.2, -0.2, -0.2], [0.0, -0.1, 0.0], [0.0, 0.0, 0.0], [0.0, 0.0, -0.1], [0.0, 0.1, 0.3], [0.1, 0.0, -0.3], [0.0, 0.0, 0.0], [-0.2, -0.1, 0.2], [0.0, 0.0, -0.1], [0.0, 0.0, 0.0], [0.0, -0.2, 0.2], [0.0, 0.0, 0.0], [-0.1, 0.2, -0.1], [-0.3, 0.0, 0.1], [0.2, 0.0, 0.0], [0.1, 0.0, -0.1], [0.0, -0.2, -0.2], [0.1, 0.0, 0.1], [0.0, 0.1, 0.0], [0.0, 0.0, 0.0], [0.0, 0.0, 0.0], [0.0, 0.0, 0.0], [-0.1, 0.1, 0.2], [0.1, -0.1, 0.0], [0.0, 0.0, 0.0]],
  "lowdin_charge": [-0.05, 0.01, 0.05, -0.08, 0.03, -0.02, -0.06, 0.03, -0.01, -0.07, -0.01, 0.01, -0.05, 0.07, 0.08, -0.06, 0.04, -0.01, -0.04, 0.01, 0.03, -0.04, 0.05, 0.00, -0.05, 0.04, -0.02, -0.04, 0.07, 0.07],
  "e_above_lowest_kcal_mol": 58.42,
  "smiles": "O.O.O.O.O.O.O.O.O.O",
  "max_force_ev_per_a": 0.363,
  "e_lumo_ev": 0.02,
  "total_energy_ev": -20800.0794,
  "orbital_gap_ev": 10.283
}



# 3
{
  "formula": "H20O10",
  "method": "ωB97M-V/def2-TZVPD",
  "elements": ["O", "H", "H", "O", "H", "H", "O", "H", "H", "O", "H", "H", "O", "H", "H", "O", "H", "H", "O", "H", "H", "O", "H", "H", "O", "H", "H", "O", "H", "H"],
  "xyz": [[-10.7190, -5.1970, -18.9907], [-10.9791, -4.4602, -18.4454], [-10.9583, -6.0574, -18.5758], [-15.7842, -5.9554, -18.2579], [-16.6605, -6.3550, -18.4827], [-15.9103, -5.1030, -17.9239], [-14.0747, -8.6442, -19.6478], [-13.9717, -7.7195, -19.6396], [-13.9978, -8.8340, -18.7436], [-13.3801, -6.1596, -20.1076], [-12.9649, -5.5114, -19.5239], [-14.3028, -5.8421, -20.1026], [-16.5851, -6.2546, -15.2094], [-17.4153, -6.7047, -15.1721], [-16.5265, -5.9220, -16.1032], [-11.4928, -7.6852, -18.2344], [-11.7063, -8.1308, -19.0708], [-10.9810, -8.2905, -17.6246], [-15.8101, -8.9815, -16.0368], [-15.0178, -8.5116, -16.3579], [-15.5777, -9.8531, -15.8087], [-13.8070, -7.3094, -16.8253], [-12.9822, -7.3179, -17.3658], [-14.4401, -6.9972, -17.4514], [-13.2959, -6.9497, -14.2630], [-13.5267, -7.1041, -15.2059], [-13.9229, -7.4489, -13.7425], [-12.8597, -9.6812, -14.8172], [-12.3984, -8.8719, -14.8004], [-12.0745, -10.2941, -14.7626]],
  "atomic_forces_ev_per_a": [[-0.1, -0.6, -0.5], [0.0, 0.0, 0.5], [0.2, 0.9, 0.0], [-0.6, -2.6, -1.3], [1.0, 0.6, 0.3], [-0.5, 2.1, 0.7], [-0.3, -1.8, -1.4], [0.4, 2.1, -0.6], [-0.1, -1.0, 2.1], [-0.8, 0.9, 0.2], [0.6, -0.1, -0.2], [0.3, -0.3, -0.2], [0.6, 0.7, 0.3], [-0.7, -0.6, 0.1], [0.1, -0.1, -0.2], [0.8, -0.9, 1.0], [0.1, -0.2, 0.2], [-0.9, 0.8, -1.4], [-0.8, 1.7, -0.7], [-0.2, -0.6, 0.5], [0.8, -1.5, 0.4], [1.5, -0.3, -0.5], [-0.2, -0.3, 0.5], [-1.3, 0.8, -0.5], [0.7, 0.1, -0.3], [-0.3, 0.3, 0.8], [-0.3, -0.1, 0.0], [1.2, -2.9, -0.2], [0.3, 2.3, 0.3], [-1.5, 0.4, 0.0]],
  "lowdin_charge": [-0.07, 0.03, -0.01, -0.02, 0.12, 0.04, -0.01, -0.07, -0.01, -0.05, 0.04, 0.06, -0.03, 0.03, -0.01, -0.06, 0.08, 0.13, -0.05, -0.02, 0.00, -0.07, 0.04, 0.00, -0.08, -0.03, 0.03, -0.06, -0.03, 0.07],
  "e_above_lowest_kcal_mol": 67.25,
  "smiles": "O.O.O.O.O.O.O.O.O.O",
  "max_force_ev_per_a": 3.110,
  "e_lumo_ev": -0.18,
  "total_energy_ev": -20799.6962,
  "orbital_gap_ev": 10.332
}